Entry 1:
Entry from the OMol25 dataset: C42H61BClF4MoN3O4S2Si2Te as an isolated structure (ωB97M-V with the def2-TZVPD basis set).

Properties
Highest occupied orbital energy (alpha / beta) (eV): -2.003 / -2.126
Net charge: -2
LUMO energy (alpha / beta) (eV): 3.24 / 3.24
DFT total energy (Ha): -4698.87584
Expectation value of S²: 2.04
Spin multiplicity: 3

Atoms and positions in Å:
N 2.241386 -1.335769 0.191044
H 4.204809 -4.001102 -0.646290
C 2.240311 -3.691640 1.177958
C 0.528516 1.191591 -3.638566
C -1.345483 -1.806606 -2.088661
H 1.036011 0.236129 -3.773903
H -0.505818 1.005108 -3.324238
H 1.055208 2.278334 -7.573485
C 5.231727 1.033461 1.981959
H -7.311794 0.345281 4.537310
H 0.087809 2.614718 5.563413
C -1.685568 -0.092083 5.144536
C 5.255825 -0.397842 4.054763
C -5.007051 0.016683 1.280179
H 6.302076 2.770981 0.217348
C 2.536313 -2.791195 -0.030806
H -1.039570 4.407749 -0.672486
H -7.732702 -0.290339 2.944890
H 2.043345 -4.345425 -1.411926
Te -2.091410 1.104507 3.401098
H 5.219124 2.362153 -1.127956
C -1.670037 3.806396 -0.009076
H -1.884142 -3.347313 3.400683
H -0.114117 4.060756 2.813615
H 1.057929 2.208447 6.984510
O 1.699868 3.042040 -2.597194
S -1.516641 1.062660 -0.390506
C -2.119998 4.804505 -5.875933
H 0.499474 4.655479 1.263099
H -4.268071 1.424150 5.006001
C -1.726585 -2.305104 0.334628
C -2.193405 -2.277979 -1.049662
C -0.947240 3.610285 -4.170536
C -1.839708 4.606047 -4.540197
H -1.926972 4.427020 0.853590
H 2.313985 -0.256427 5.811675
C -0.023469 2.122545 -7.534223
H 5.992611 -1.204781 4.017032
H 0.265949 -1.727498 2.760031
C -1.602116 -2.869326 2.480980
H 1.590344 0.017967 4.226235
H -4.900448 -3.242654 -2.877235
H 4.445645 -0.726056 4.706585
H -5.248936 0.976536 0.819658
H 1.828386 -2.727591 -2.086183
Cl -3.231827 6.078357 -6.349630
C 1.431532 -0.452418 5.198184
H 1.369226 -1.533682 5.050296
C 5.273500 2.522741 -0.052086
H 1.537723 3.688193 2.313081
H -0.166686 1.071705 -7.283811
Si -5.261095 0.066688 3.131845
C 0.516385 3.808649 1.952004
H 2.733571 -3.386358 2.097547
S 0.814061 1.050783 1.804638
H 5.973010 1.677075 2.446621
C 4.782555 1.315862 0.696907
H -2.304114 5.228911 -3.787900
H -3.967343 -0.187502 1.015873
C -0.242291 -0.755414 7.702150
H -4.462289 2.370688 3.541649
O 1.362019 1.162278 -1.462951
H -2.504837 0.145414 5.828815
H -0.462498 -1.808981 7.519442
C -4.190156 1.382365 3.918411
H 4.186924 -2.394774 -1.383743
O -0.172174 -1.282801 -1.904723
C 3.771093 -0.864019 2.090304
C 0.111449 2.018028 6.475463
C 0.046923 2.548363 1.282776
Si -0.083939 0.196908 6.075096
H 3.368704 -1.684441 2.665455
C -3.462324 -2.781734 -1.360259
H 5.735290 0.465091 4.519175
H -1.789130 4.176733 -7.896982
H -3.787335 -1.758935 3.940005
H -1.042135 -0.349476 8.324025
C -0.348536 2.818992 -5.145296
F 5.040581 -1.620283 -3.694288
F 3.284332 -2.934416 -4.362898
Mo 0.609421 -0.288122 -0.298026
C 1.701832 -3.331072 -1.191898
C -0.962936 2.538223 0.398515
F 2.878837 -0.940617 -3.299264
H -3.382126 -2.535966 -4.721464
H -7.361687 1.421436 3.141213
H 0.685901 -0.705288 8.275155
C -7.088796 0.417412 3.470379
H -0.700210 2.361441 7.120184
H 3.500024 0.677180 -0.892773
N -0.625906 -1.752108 0.822274
N -2.340768 -3.013265 1.323196
C -0.658979 3.006620 -6.503044
H -4.128622 -3.100714 -0.567074
H 2.585085 -4.701481 0.941981
C -1.540491 4.015095 -6.856059
H -5.283660 -1.722503 4.878264
H -5.643088 -0.741672 0.817769
C 4.741696 -0.062530 2.679766
H -5.276284 -2.418507 3.255665
B 3.732455 -1.608157 -4.206450
H -1.140528 -1.627233 -4.205229
C 3.294307 -0.591489 0.807505
H 1.168610 -3.745996 1.368376
H 0.643573 -3.384550 -0.937641
C -0.545271 -2.086357 2.151407
C 1.264466 1.906904 -2.515504
C -3.909139 -2.868296 -2.661883
C 3.833326 0.489833 0.115512
H 4.704205 -2.592108 0.295919
H -0.693141 3.457792 -3.132967
H -2.585560 3.573441 -0.551634
H 4.647719 3.390033 0.171309
C 4.003062 -2.944159 -0.459882
H -1.777997 -1.146547 4.880956
C -1.809637 -1.946768 -3.417971
H -3.243567 -3.441893 1.247161
O 0.555861 1.851819 -4.898072
C -3.056961 -2.456591 -3.690057
C -4.865441 -1.617562 3.875072
F 3.709604 -0.952969 -5.445047
H -0.446711 2.316694 -8.519878

Atomic forces in eV per Å
-0.26 -0.06 -0.14
0.00 0.00 -0.04
-0.02 0.01 0.06
0.13 -0.03 0.04
-0.01 -0.01 -0.02
-0.05 0.04 -0.07
0.08 0.04 0.05
0.03 0.00 0.01
-0.01 -0.03 0.02
-0.01 0.01 0.03
0.02 0.01 -0.06
-0.02 0.02 0.04
0.03 0.01 0.04
0.05 0.05 0.08
0.01 -0.01 0.00
0.12 -0.02 -0.25
0.02 0.00 -0.01
-0.02 -0.05 -0.03
0.00 -0.01 -0.01
0.04 0.03 -0.07
0.01 -0.01 -0.01
-0.01 0.06 -0.03
-0.03 0.03 0.05
-0.02 -0.01 0.02
0.03 0.00 0.04
-0.08 -0.23 -0.13
0.08 -0.09 -0.06
-0.02 0.03 -0.02
-0.01 0.00 -0.01
-0.04 -0.01 0.04
0.06 -0.18 -0.02
0.06 0.04 0.13
0.01 -0.15 -0.04
-0.03 0.03 0.04
0.01 0.01 0.02
0.04 0.00 0.04
0.02 0.00 -0.01
0.01 -0.01 -0.01
0.01 0.01 0.04
0.08 0.00 -0.01
-0.03 0.04 -0.03
-0.02 -0.02 -0.01
-0.03 -0.01 0.02
-0.04 0.05 -0.01
0.03 0.02 -0.04
-0.01 0.00 -0.01
-0.03 -0.01 -0.02
-0.01 -0.05 -0.01
0.03 0.05 -0.03
0.00 0.00 -0.02
0.00 -0.02 0.01
0.00 0.02 -0.04
0.07 0.07 0.07
0.08 0.03 0.00
0.33 0.05 -0.25
0.02 0.01 0.01
-0.02 0.01 -0.01
0.00 0.00 0.01
0.05 -0.03 -0.01
0.03 0.06 -0.05
0.01 0.04 -0.03
0.34 0.00 0.48
0.00 -0.03 0.06
0.00 -0.04 -0.02
-0.08 -0.10 -0.03
0.00 0.03 -0.02
-0.09 0.07 -0.16
-0.06 0.15 0.03
0.00 -0.08 -0.04
-0.26 -0.12 -0.03
-0.03 0.05 0.02
-0.08 -0.02 0.01
0.05 0.05 -0.17
0.00 0.02 0.00
0.00 0.01 -0.02
0.08 -0.01 -0.03
-0.05 0.02 0.02
0.03 0.01 -0.14
0.17 0.02 0.10
-0.06 -0.16 -0.01
-0.33 -0.08 0.63
-0.02 -0.08 0.04
0.06 0.02 0.00
0.00 0.04 0.07
-0.01 0.01 0.01
0.00 0.04 -0.03
0.04 0.00 0.03
0.07 -0.01 0.05
-0.03 0.02 0.02
-0.07 0.02 -0.07
-0.13 0.12 -0.15
0.20 0.36 -0.09
0.05 0.11 0.03
-0.02 0.01 0.05
-0.01 -0.02 -0.01
-0.03 -0.03 0.06
0.00 0.01 0.04
-0.03 -0.04 -0.02
-0.03 -0.02 -0.05
-0.04 -0.03 -0.01
-0.04 -0.04 -0.03
0.02 0.02 -0.02
0.02 0.11 0.06
0.01 0.02 0.00
-0.03 0.01 0.01
-0.12 -0.08 0.04
-0.17 0.08 -0.05
0.04 0.02 0.11
0.15 -0.18 0.02
-0.01 -0.02 0.06
-0.03 0.04 0.06
-0.03 -0.02 0.01
-0.02 0.00 0.01
0.04 -0.01 0.03
-0.02 -0.07 -0.03
-0.12 -0.06 0.12
0.04 -0.10 -0.03
-0.12 -0.01 -0.04
0.05 0.01 -0.11
-0.03 0.04 -0.02
-0.01 0.08 -0.14
0.01 0.01 -0.02

These are the Löwdin partial charges, in e, on atoms 1 to 4: N -0.126; H 0.084; C -0.047; C -0.086

***

Entry 2:
Entry from the OMol25 dataset: a 8-piece molecular cluster, C42H61Br2N10 overall (ωB97M-V with the def2-TZVPD basis set).

Properties
Highest occupied orbital energy (eV): -10.732
Net charge: +5
LUMO energy (eV): -10.05
DFT total energy (Ha): -7330.35228

Atoms and positions in Å:
C -13.371212 -9.989740 -3.218914
C -11.161376 -8.763093 -3.278427
Br -26.629574 -14.113059 -11.359790
N -15.325620 -8.840364 -3.709420
H -23.325225 -24.834716 -2.112907
H -13.070907 -10.982793 -2.928580
C -8.851547 -9.512058 -3.683869
C -13.290329 -7.768051 -3.763911
H -8.888523 -6.482255 -2.206182
H -22.894357 0.534129 -22.882465
C -22.935875 -23.980104 -2.715139
H -6.498825 -8.764277 -2.384676
H -20.920877 -6.738574 -17.766289
H -17.644340 -22.716596 -18.145269
H -31.630482 -15.680233 -9.001696
C -29.743855 -14.973309 -12.135050
N -8.421839 -8.334100 -3.075247
H -30.238502 -13.068197 -9.269918
H -9.866805 -15.423518 -21.406469
C -20.478841 -2.596638 -19.521695
C -24.632986 2.040404 -21.689997
C -14.755320 -9.917221 -3.259441
H -17.121716 -8.876884 -4.934390
C -22.223798 -23.450971 -7.972366
C -10.657848 -7.652976 -2.655860
H -27.614031 -14.739857 -14.630464
N -23.711806 1.094997 -21.023156
C -22.624380 -3.271470 -18.562368
Br -18.498968 -4.840267 -6.114651
C -21.815829 -2.372083 -19.274494
H -18.854166 -4.150897 -19.222464
H -13.219977 -15.332363 -17.309351
N -29.637966 -14.014802 -11.068846
H -21.905474 -23.560341 -9.054641
H -29.090868 -15.606544 -15.065152
C -24.933709 -24.005633 -4.366187
H -31.624946 -13.756607 -10.237151
H -28.365186 -12.264202 -10.776893
H -29.977169 -15.991461 -9.378049
C -11.412318 -14.669066 -19.817661
N -28.799176 -14.885344 -12.965559
C -23.340004 -24.478928 -7.559922
H -19.563348 -23.629775 -20.407429
H -22.600239 -5.242312 -17.726083
H -25.513608 1.458223 -21.954881
N -20.761055 -4.718605 -18.631543
N -11.671495 -15.121892 -18.625445
C -22.521412 -1.120529 -19.898778
H -11.930922 -13.954317 -20.419840
H -15.379270 -10.763864 -3.001610
H -18.812111 -22.043256 -20.450058
C -30.647022 -15.258318 -8.983854
C -23.742469 0.903098 -19.651239
H -20.377612 -6.641799 -19.497368
H -8.104680 -10.195437 -3.990738
H -22.885103 -25.493543 -7.591088
H -21.815283 -24.104186 -2.869853
H -24.291046 -24.402678 -8.102153
H -25.708966 -23.873863 -3.635458
H -25.838001 -24.228916 -6.453714
C -9.291232 -7.423722 -2.571489
H -19.308320 -6.145082 -18.180492
C -12.590454 -8.885044 -3.407544
H -6.909894 -7.010590 -2.657427
H -23.163002 -23.084284 -2.176815
C -28.647978 -13.172707 -11.349434
C -22.018097 -4.482461 -18.295951
H -23.609342 -2.943145 -18.123078
C -20.297738 -6.140557 -18.502040
N -23.717933 -24.391176 -6.176734
C -10.209419 -9.691404 -3.852804
C -22.852214 -24.415451 -5.093018
H -21.784774 -24.672376 -5.091687
N -23.584826 -24.144354 -4.050727
C -10.065289 -15.262093 -20.270491
H -6.527175 -8.080989 -4.055530
H -21.350667 4.050748 -3.850371
H -27.719095 -13.140396 -13.462965
H -27.840377 -16.389617 -13.969284
C -28.021994 -13.732265 -12.612383
H -23.281188 -0.416490 -18.076362
C -14.620354 -7.728156 -3.890656
C -16.863865 -8.900987 -3.896995
H -22.558176 -22.457604 -7.812130
H -30.300479 -15.927624 -12.068967
C -22.391717 -0.850440 -21.203123
N -9.611557 -15.996281 -19.273988
C -30.629215 -13.931357 -9.792564
H -12.622495 -6.916506 -4.003171
C -28.302767 -15.495154 -14.262951
C -12.567266 -14.539340 -17.656589
C -22.981945 0.261572 -21.820730
H -10.571387 -10.514890 -4.476838
C -6.981672 -8.051271 -3.015312
H -21.813779 -1.517948 -21.847907
H -15.106575 -6.830370 -4.098101
C -23.234946 -0.229845 -19.109014
H -17.315597 -9.805589 -3.542718
H -21.314827 -23.662675 -7.370653
H -19.856673 -1.786013 -19.948356
H -30.378560 -15.051777 -7.961770
H -11.818455 -14.193059 -16.990694
H -17.221349 -8.033599 -3.310489
H -17.992568 -24.366693 -19.009011
H -24.962306 2.762722 -20.967186
H -13.024774 -13.747387 -18.140284
H -10.407905 -16.145776 -17.077254
H -24.204481 2.517458 -22.585529
C -18.012535 -23.290583 -18.994159
C -10.464735 -15.864094 -18.170037
H -24.214490 1.681802 -19.041026
H -11.296250 -6.868975 -2.170555
C -18.993473 -22.918152 -19.850836
C -19.925731 -3.792639 -19.124432
C -24.939010 -24.240077 -5.771266

Atomic forces in eV per Å
-0.71 -1.98 1.18
2.43 -1.36 -0.84
4.93 -1.89 0.80
-3.40 -0.02 0.18
0.58 0.64 -0.22
0.87 0.04 0.14
-1.43 2.38 1.08
2.56 2.20 -0.44
0.04 -0.37 0.14
-0.17 -0.37 0.59
0.64 -2.50 -0.11
0.37 -0.30 0.53
0.63 1.11 -0.87
0.86 0.17 -0.93
-0.57 -0.19 0.03
-4.06 -1.77 5.37
-0.85 -0.69 -0.25
-0.15 0.04 0.15
0.30 0.59 2.47
1.13 0.79 -0.11
-0.23 0.10 -0.03
1.45 -1.34 -0.42
0.18 0.73 -0.71
0.20 -1.76 -0.52
0.06 1.68 1.30
0.27 -0.45 -0.10
0.86 -0.91 -0.05
0.51 0.89 0.40
0.32 -0.43 0.14
-2.37 1.65 -0.94
-1.47 0.88 -0.07
-0.26 0.38 0.45
-2.05 -1.54 -0.67
-0.66 -0.06 1.27
0.57 -0.14 1.27
1.47 -1.01 -2.48
0.66 0.29 0.25
-0.54 -0.92 -0.71
0.58 -0.36 -0.28
4.21 -1.31 -3.67
4.51 3.38 -4.03
1.73 -0.92 -0.94
-0.03 -0.77 -0.17
0.87 0.36 -0.76
0.01 0.01 -0.23
0.51 -1.86 0.40
3.81 -1.55 1.63
0.80 -1.31 2.39
-0.81 0.10 0.20
0.09 0.07 -0.16
-1.07 1.43 0.70
0.07 1.37 -0.34
-0.91 0.90 -1.32
0.05 0.55 0.74
0.62 -0.43 -0.41
-0.56 0.49 -0.92
-1.56 0.26 0.34
0.65 -0.15 -0.26
0.01 0.10 0.01
1.41 -0.01 0.89
0.30 -0.97 -1.02
1.72 0.01 0.52
-0.94 -0.90 -0.38
0.42 -0.68 0.04
-0.27 0.75 -0.31
-2.28 1.08 -1.61
-2.32 0.18 1.25
1.04 -0.85 -0.91
-1.98 -0.99 -0.43
3.53 -0.22 1.03
-0.80 0.33 0.33
-0.73 0.12 -2.33
-0.74 0.42 -0.16
-0.43 0.95 2.14
-5.04 0.98 -0.90
-0.68 -0.08 1.25
-0.01 -0.01 0.00
0.41 0.24 0.19
0.75 -1.33 -0.23
-1.71 1.08 1.21
-0.24 0.16 1.26
-0.61 -0.15 -0.31
0.93 1.78 0.92
-0.21 1.01 0.18
-0.12 1.08 0.34
0.85 0.19 -3.44
-0.98 -0.35 3.95
0.79 -1.21 -2.13
-1.27 -0.07 0.18
-2.27 1.28 0.14
1.28 -1.82 -0.32
-0.51 0.31 1.62
0.20 0.14 0.50
0.34 1.25 -1.58
-0.15 0.25 0.15
-1.13 1.22 -0.69
0.69 -0.22 -0.28
0.48 -0.60 0.72
-0.54 0.28 -0.31
-0.38 -0.79 0.17
0.12 -0.04 0.37
-0.38 0.66 1.71
-0.25 -0.45 -0.75
0.46 -0.45 1.28
0.07 0.54 0.20
-1.40 1.51 -0.54
0.24 0.04 -1.85
0.05 -0.30 0.55
-2.76 -0.88 -0.11
-0.96 0.76 -3.15
0.00 -0.35 -0.49
0.51 -0.99 -0.62
2.54 0.51 -0.77
0.95 -0.79 -0.39
-4.50 1.49 2.77

These are the Löwdin partial charges, in e, on atoms 1 to 4: C 0.060; C -0.121; Br 0.903; N -0.035